1.
A 2-piece molecular cluster, C22H33N4O overall at a distorted geometry. Source: OMol25; level of theory: the ωB97M-V functional and the def2-TZVPD basis.

Element x y z (Å)
C  0.448  2.570  2.905
N  -0.652  1.643  3.135
C  -0.906  0.502  2.461
C  0.009  0.028  1.411
C  0.429  1.017  0.428
C  1.552  0.763  -0.301
C  2.632  1.721  -0.499
C  3.964  1.249  -0.421
C  5.035  2.127  -0.383
C  4.817  3.510  -0.497
C  3.507  3.993  -0.645
C  2.417  3.116  -0.614
O  0.490  -1.133  1.403
N  -1.945  -0.115  3.074
C  -2.532  -1.456  2.694
C  -3.828  -1.666  3.446
C  -1.549  -2.553  3.077
C  -2.781  -1.461  1.192
C  -2.355  0.678  4.130
C  -1.583  1.788  4.144
H  0.625  3.128  3.833
H  1.371  2.045  2.634
H  0.214  3.280  2.101
H  -0.158  1.934  0.351
H  1.781  -0.283  -0.547
H  4.107  0.168  -0.333
H  6.045  1.741  -0.245
H  5.660  4.198  -0.488
H  3.342  5.065  -0.755
H  1.394  3.496  -0.676
H  -4.566  -0.888  3.222
H  -4.257  -2.629  3.144
H  -3.662  -1.715  4.527
H  -0.601  -2.443  2.541
H  -1.374  -2.537  4.160
H  -1.987  -3.530  2.828
H  -1.834  -1.494  0.646
H  -3.357  -2.358  0.924
H  -3.359  -0.580  0.879
H  -3.161  0.381  4.778
H  -1.604  2.653  4.786
N  -1.175  -2.464  -1.538
C  -1.023  -2.748  -2.962
C  -0.668  -1.432  -3.651
C  -0.131  -1.451  -5.098
C  0.962  -0.361  -5.109
C  1.309  -0.076  -3.623
N  0.307  -0.755  -2.897
H  -2.042  -1.962  -1.368
H  -1.174  -3.316  -0.978
H  -0.196  -3.459  -3.081
H  -1.949  -3.163  -3.388
H  -1.619  -0.865  -3.662
H  0.272  -2.431  -5.369
H  -0.931  -1.210  -5.806
H  1.847  -0.662  -5.672
H  0.553  0.548  -5.562
H  2.331  -0.427  -3.381
H  1.306  1.007  -3.411
H  0.230  -0.726  -1.895

## Properties
**Net charge**: +1
**Lowest unoccupied orbital energy**: -4.1778 eV
**E_HOMO**: -9.76 eV
**HOMO-LUMO gap**: 5.6 eV
**ΔE to the lowest compared entry with this formula, charge and spin**: 147.0 kJ/mol

2.
C22H33NOPReSbSe4Si as an isolated structure. Source: OMol25; level of theory: the ωB97M-V functional and the def2-TZVPD basis.

Element x y z (Å)
Re  -0.971  -1.270  0.266
C  -1.830  0.589  0.747
Si  -0.572  1.918  0.554
C  0.442  1.258  -0.895
N  0.726  -0.209  -0.809
C  1.890  -0.452  0.119
C  3.252  -0.080  -0.456
C  3.465  -0.665  -1.864
C  2.295  -1.561  -2.261
C  1.014  -0.746  -2.189
C  -1.246  3.576  -0.019
C  -1.087  4.733  0.745
C  -1.522  5.968  0.281
C  -2.122  6.070  -0.964
C  -2.306  4.930  -1.735
C  -1.874  3.701  -1.262
C  0.486  2.144  2.072
C  0.113  1.613  3.307
C  0.900  1.796  4.436
C  2.091  2.498  4.337
C  2.475  3.050  3.121
C  1.673  2.881  2.003
H  -2.602  0.707  -0.039
H  -2.369  0.631  1.696
H  1.382  1.803  -1.040
H  -0.147  1.439  -1.799
H  1.890  -1.506  0.381
H  1.699  0.106  1.032
H  3.987  -0.477  0.245
H  3.385  1.004  -0.464
H  4.407  -1.211  -1.921
H  3.522  0.144  -2.597
H  2.231  -2.445  -1.621
H  2.422  -1.909  -3.289
H  0.159  -1.322  -2.524
H  1.120  0.101  -2.871
H  -0.614  4.670  1.718
H  -1.390  6.851  0.893
H  -2.445  7.034  -1.335
H  -2.787  5.002  -2.702
H  -2.038  2.822  -1.879
H  -0.798  1.032  3.397
H  0.589  1.374  5.383
H  2.726  2.606  5.206
H  3.398  3.610  3.047
H  1.979  3.332  1.063
C  -3.204  -3.525  -2.896
P  -1.747  -3.809  -1.899
C  -2.170  -4.900  -0.555
C  -0.527  -4.604  -2.936
O  -1.198  -2.485  -1.377
H  -3.465  -4.426  -3.451
H  -3.003  -2.717  -3.599
H  -4.038  -3.241  -2.255
H  -2.493  -5.869  -0.935
H  -2.975  -4.456  0.033
H  -1.306  -5.035  0.101
H  -0.809  -5.640  -3.123
H  0.441  -4.576  -2.436
H  -0.449  -4.076  -3.886
Se  2.130  -4.407  3.293
Sb  0.061  -3.984  4.387
Se  -0.288  -1.898  2.245
Se  -1.909  -5.025  3.583
Se  -0.053  -2.466  6.191

## Properties
**Lowest unoccupied orbital energy (spin up / spin down)**: -0.8965 / -0.9943 eV
**E_HOMO (spin up / spin down)**: -6.83 / -6.83 eV
**Spin multiplicity**: 2
**HOMO-LUMO gap (spin up / spin down)**: 5.9 / 5.8 eV
**ΔE to the lowest compared entry with this formula, charge and spin**: 231.9 kJ/mol
**Expectation value of S²**: 0.777

3.
A 2-piece molecular cluster, C22H33O10PS overall at a distorted geometry. Source: OMol25; level of theory: the ωB97M-V functional and the def2-TZVPD basis.

Element x y z (Å)
C  2.591  3.186  -0.176
C  3.247  2.326  -0.756
C  4.175  1.316  -1.500
C  3.484  -0.117  -1.519
O  3.620  -0.622  -0.147
S  2.105  -1.277  0.183
O  2.346  -2.730  0.267
O  1.510  -0.755  1.424
O  1.220  -0.785  -1.140
C  2.056  -0.297  -2.233
C  2.310  -1.659  -3.070
C  0.941  -2.257  -3.684
C  0.276  -3.387  -2.779
C  -0.937  -2.900  -1.877
O  -1.653  -1.750  -2.391
C  -2.999  -2.026  -2.663
C  -4.044  -0.966  -2.074
O  -3.418  -2.959  -3.329
C  1.519  0.852  -3.181
C  0.090  1.409  -2.807
C  -0.885  1.597  -3.967
C  -2.267  2.155  -3.801
C  -2.747  2.547  -2.411
C  -1.793  2.340  -1.247
C  -2.293  2.703  0.217
C  -0.380  1.798  -1.438
H  2.066  4.054  0.312
H  4.258  1.653  -2.592
H  5.244  1.299  -1.116
H  4.281  -0.746  -2.051
H  2.987  -1.466  -3.967
H  2.792  -2.468  -2.442
H  1.263  -2.774  -4.654
H  0.246  -1.423  -3.997
H  1.090  -3.739  -2.054
H  0.034  -4.313  -3.404
H  -1.690  -3.741  -1.694
H  -0.512  -2.665  -0.844
H  -3.514  -0.039  -1.680
H  -4.639  -1.433  -1.235
H  -4.755  -0.639  -2.887
H  2.210  1.739  -3.293
H  1.431  0.393  -4.223
H  -0.573  1.335  -5.030
H  -2.915  2.293  -4.722
H  -3.787  2.973  -2.274
H  -1.754  3.598  0.659
H  -3.421  2.867  0.207
H  -2.126  1.799  0.893
H  0.319  1.674  -0.558
C  0.255  -1.874  4.394
O  0.076  -1.287  5.682
P  -0.712  0.098  5.759
O  -1.139  0.668  4.470
O  0.268  1.025  6.616
C  1.539  1.315  6.049
O  -1.879  -0.226  6.792
C  -2.722  0.853  7.179
H  0.913  -1.251  3.787
H  0.718  -2.853  4.523
H  -0.705  -2.001  3.893
H  1.432  1.689  5.028
H  2.159  0.416  6.051
H  2.024  2.078  6.658
H  -3.398  1.109  6.362
H  -2.132  1.728  7.458
H  -3.308  0.539  8.042

## Properties
**Lowest unoccupied orbital energy**: 0.3290 eV
**E_HOMO**: -8.70 eV
**SMILES**: C#CC[C@H]1OS(=O)(=O)O[C@@]1(CCCCOC(C)=O)Cc1cccc(C)c1.COP(=O)(OC)OC
**HOMO-LUMO gap**: 9.0 eV

4.
C22H34AgN8O6P as an isolated structure. Source: OMol25; level of theory: the ωB97M-V functional and the def2-TZVPD basis.

Element x y z (Å)
Ag  -0.204  -0.221  -0.687
O  -2.578  -0.833  -0.652
C  -3.025  -1.511  0.310
C  -4.225  -1.114  1.005
C  -4.761  -1.833  2.043
C  -4.152  -3.017  2.492
C  -2.991  -3.426  1.861
C  -2.405  -2.723  0.803
C  -1.157  -3.221  0.214
N  -0.534  -2.807  -0.878
C  0.552  -3.639  -1.048
C  0.614  -4.554  -0.049
N  -0.479  -4.284  0.751
H  -4.685  -0.192  0.668
H  -5.668  -1.482  2.528
H  -4.569  -3.586  3.313
H  -2.528  -4.345  2.213
H  1.221  -3.515  -1.886
H  1.312  -5.340  0.181
H  -0.667  -4.702  1.642
N  1.827  -1.233  -2.989
C  2.849  -0.200  -3.167
C  2.879  0.951  -2.139
O  3.928  1.642  -2.154
O  1.887  1.079  -1.382
H  1.851  -1.509  -2.010
H  0.914  -0.796  -3.084
H  2.730  0.250  -4.157
H  3.837  -0.663  -3.151
C  -3.393  3.225  -2.428
N  -2.846  3.035  -1.103
C  -3.345  3.675  -0.010
C  -2.839  3.466  1.213
C  -1.739  2.505  1.376
O  -1.268  2.303  2.508
N  -1.288  1.862  0.266
C  -1.772  2.121  -0.967
O  -1.350  1.620  -2.013
H  -4.164  3.996  -2.381
H  -3.823  2.296  -2.805
H  -2.610  3.525  -3.123
H  -4.166  4.357  -0.198
H  -3.228  3.973  2.083
C  4.228  1.089  1.179
N  2.937  0.911  1.853
C  2.002  2.006  1.521
P  2.274  -0.602  1.916
O  1.716  -1.211  0.686
N  1.136  -0.490  3.129
C  -0.253  -0.866  2.826
C  1.230  0.495  4.199
N  3.553  -1.560  2.467
C  3.830  -1.727  3.871
C  3.967  -2.695  1.659
H  4.764  1.915  1.660
H  4.101  1.319  0.118
H  4.833  0.189  1.279
H  2.420  2.942  1.906
H  1.023  1.854  1.975
H  1.867  2.080  0.440
H  -0.280  -1.470  1.925
H  -0.870  0.022  2.663
H  -0.670  -1.458  3.648
H  2.185  1.015  4.169
H  1.116  0.012  5.178
H  0.436  1.241  4.093
H  3.538  -0.847  4.440
H  4.905  -1.884  4.026
H  3.302  -2.596  4.294
H  3.576  -2.600  0.649
H  3.593  -3.642  2.076
H  5.062  -2.753  1.618

## Properties
**Net charge**: -2
**Lowest unoccupied orbital energy**: 4.5970 eV
**E_HOMO**: -1.44 eV
**HOMO-LUMO gap**: 6.0 eV

5.
C22H34AsMnN6OS as an isolated structure. Source: OMol25; level of theory: the ωB97M-V functional and the def2-TZVPD basis.

Element x y z (Å)
Mn  -0.895  -0.582  -0.324
O  1.027  -1.025  -0.395
N  1.766  -0.719  0.681
C  3.108  -0.800  0.528
C  3.953  -0.524  1.562
C  3.402  -0.154  2.795
C  2.041  -0.081  2.930
C  1.180  -0.367  1.852
S  -0.531  -0.279  1.964
H  3.421  -1.086  -0.464
H  5.020  -0.591  1.410
H  4.044  0.074  3.635
H  1.579  0.200  3.866
N  -3.771  -1.252  -0.564
C  -5.047  -0.841  -0.550
C  -5.032  0.513  -0.302
C  -3.677  0.833  -0.163
N  -2.914  -0.243  -0.331
H  -3.380  -2.180  -0.635
H  -5.861  -1.529  -0.702
H  -5.878  1.172  -0.218
H  -3.224  1.784  0.058
C  -0.762  2.847  -2.273
As  -0.349  1.880  -0.634
C  1.560  2.218  -0.546
C  -1.090  3.125  0.714
C  -0.061  4.055  1.279
C  0.197  5.288  0.687
C  1.195  6.115  1.182
C  1.948  5.720  2.278
C  1.689  4.497  2.882
C  0.693  3.671  2.385
H  -0.466  3.890  -2.170
H  -1.830  2.790  -2.480
H  -0.219  2.402  -3.106
H  1.766  3.270  -0.736
H  2.045  1.595  -1.298
H  1.944  1.961  0.439
H  -1.519  2.502  1.497
H  -1.890  3.679  0.218
H  -0.396  5.611  -0.162
H  1.381  7.074  0.715
H  2.723  6.366  2.667
H  2.262  4.189  3.748
H  0.487  2.716  2.858
C  1.093  -3.303  -2.768
N  -0.235  -3.059  -2.216
C  -0.920  -1.913  -2.780
C  -0.533  -3.400  -0.933
N  -1.311  -2.599  -0.240
N  0.018  -4.533  -0.435
C  0.160  -5.734  -1.251
C  -0.005  -4.761  1.001
H  1.575  -2.346  -2.974
H  1.039  -3.880  -3.693
H  1.706  -3.836  -2.047
H  -0.769  -1.911  -3.858
H  -0.510  -0.948  -2.416
H  -1.988  -1.961  -2.585
H  -1.543  -2.968  0.673
H  -0.101  -5.524  -2.283
H  -0.513  -6.510  -0.878
H  1.182  -6.114  -1.211
H  -0.955  -5.190  1.338
H  0.181  -3.830  1.533
H  0.789  -5.463  1.250

## Properties
**Net charge**: +1
**Lowest unoccupied orbital energy (spin up / spin down)**: -1.9487 / -1.9776 eV
**E_HOMO (spin up / spin down)**: -10.17 / -10.08 eV
**Spin multiplicity**: 2
**HOMO-LUMO gap (spin up / spin down)**: 8.2 / 8.1 eV
**Expectation value of S²**: 0.847

6.
A 2-piece molecular cluster, C22H34B2Br2ClFN6O9S2 overall at a distorted geometry. Source: OMol25; level of theory: the ωB97M-V functional and the def2-TZVPD basis.

Element x y z (Å)
C  1.601  4.851  2.309
C  2.272  3.554  2.792
C  1.326  2.319  2.744
O  0.278  2.413  1.811
C  -0.287  1.330  1.110
C  -1.175  1.977  0.003
C  -0.682  2.528  -1.320
N  -1.325  2.211  -2.370
C  -1.349  0.739  2.118
F  -0.780  0.729  3.466
B  -2.694  1.549  2.534
N  -3.304  2.814  2.121
O  -3.405  0.926  3.571
N  -1.470  -0.666  1.815
C  -2.695  -1.385  1.618
S  -3.847  -0.965  0.267
O  -5.136  -1.335  0.805
O  -3.610  -1.680  -0.947
C  -0.294  -1.215  2.303
N  -0.267  -1.942  3.425
S  1.113  -2.497  4.252
Cl  -1.714  -2.294  4.284
N  0.863  -0.884  1.680
B  1.666  -2.146  1.324
O  1.166  -3.292  0.760
C  3.215  -2.155  1.762
C  3.877  -3.549  1.872
C  0.661  0.139  0.571
C  0.013  -0.542  -0.690
O  0.215  -0.106  -1.835
O  -0.731  -1.544  -0.524
C  2.113  0.549  0.149
Br  2.422  2.487  -0.320
C  2.818  -0.047  -1.103
C  4.349  0.353  -1.049
Br  2.783  -1.939  -1.575
H  2.340  5.657  2.407
H  1.282  4.777  1.267
H  0.777  5.100  2.990
H  2.598  3.700  3.832
H  3.196  3.340  2.241
H  1.932  1.401  2.729
H  0.902  2.328  3.765
H  -1.482  2.935  0.447
H  -2.038  1.348  -0.239
H  0.082  3.296  -1.454
H  -0.930  2.714  -3.164
H  -3.744  2.672  1.213
H  -2.669  3.605  2.083
H  -3.182  1.434  4.364
H  -3.330  -1.391  2.516
H  -2.497  -2.452  1.442
H  -3.966  0.395  0.091
H  1.634  -1.404  4.872
H  1.145  -3.958  1.463
H  3.265  -1.654  2.740
H  3.795  -1.533  1.066
H  3.347  -4.385  1.409
H  4.858  -3.507  1.378
H  4.116  -3.750  2.925
H  2.797  0.492  1.001
H  2.450  0.446  -2.000
H  4.673  0.652  -0.046
H  4.962  -0.518  -1.311
H  4.587  1.095  -1.815
C  -2.195  -1.468  -3.692
C  -2.289  -2.746  -4.227
C  -2.199  -2.936  -5.597
C  -2.010  -1.838  -6.419
C  -1.921  -0.556  -5.900
C  -2.015  -0.375  -4.529
N  -1.890  -2.037  -7.867
O  -1.991  -3.170  -8.296
O  -1.693  -1.057  -8.561
H  -2.259  -1.325  -2.622
H  -2.430  -3.596  -3.572
H  -2.273  -3.933  -6.008
H  -1.779  0.297  -6.547
H  -1.945  0.618  -4.107

## Properties
**Lowest unoccupied orbital energy**: -1.7633 eV
**E_HOMO**: -8.38 eV
**HOMO-LUMO gap**: 6.6 eV
**ΔE to the lowest compared entry with this formula, charge and spin**: 0.0 kJ/mol

7.
C22H34Cl2MnN4O3P as an isolated structure. Source: OMol25; level of theory: the ωB97M-V functional and the def2-TZVPD basis.

Element x y z (Å)
Mn  -0.180  0.003  -0.140
C  2.277  -1.404  2.969
C  3.519  -1.510  2.365
C  3.661  -1.185  1.024
C  2.560  -0.766  0.307
N  1.351  -0.709  0.899
C  1.208  -0.999  2.203
C  2.607  -0.287  -1.100
C  3.760  -0.249  -1.857
C  3.700  0.283  -3.138
C  2.497  0.770  -3.617
C  1.385  0.690  -2.800
N  1.438  0.165  -1.576
H  2.130  -1.624  4.017
H  4.382  -1.828  2.936
H  4.631  -1.233  0.552
H  0.220  -0.879  2.622
H  4.697  -0.620  -1.468
H  4.592  0.322  -3.750
H  2.413  1.203  -4.604
H  0.419  1.054  -3.131
C  -3.335  -1.138  1.084
C  -2.420  -2.363  0.998
C  -3.239  -3.658  1.001
P  -1.225  -2.258  -0.393
C  -2.149  -2.330  -1.995
C  -1.422  -1.673  -3.175
C  -2.562  -3.754  -2.391
C  -0.178  -3.763  -0.321
C  0.345  -4.088  1.077
C  0.955  -3.709  -1.350
H  -3.954  -1.223  1.979
H  -4.015  -1.100  0.229
H  -2.799  -0.194  1.151
H  -1.772  -2.365  1.881
H  -3.983  -3.652  0.204
H  -3.779  -3.727  1.946
H  -2.632  -4.558  0.903
H  -3.050  -1.749  -1.780
H  -0.576  -2.276  -3.503
H  -1.066  -0.673  -2.956
H  -2.108  -1.601  -4.022
H  -1.698  -4.336  -2.719
H  -3.245  -3.695  -3.240
H  -3.066  -4.305  -1.602
H  -0.871  -4.555  -0.615
H  1.037  -3.328  1.439
H  0.896  -5.029  1.033
H  -0.450  -4.214  1.812
H  1.639  -2.882  -1.148
H  0.592  -3.609  -2.371
H  1.536  -4.632  -1.300
Cl  -2.105  3.536  2.596
C  -0.401  3.307  2.228
Cl  0.576  2.978  3.664
C  -0.223  2.154  1.261
O  0.401  2.325  0.194
O  -0.704  1.012  1.563
H  -0.029  4.221  1.783
N  -3.480  1.623  -2.034
C  -2.225  1.743  -1.605
N  -1.568  2.889  -1.746
O  -1.669  0.714  -1.099
H  -3.999  2.403  -2.400
H  -3.956  0.747  -1.906
H  -2.025  3.713  -2.101
H  -0.687  2.985  -1.251

## Properties
**Net charge**: +2
**Lowest unoccupied orbital energy (spin up / spin down)**: -7.6506 / -6.7886 eV
**E_HOMO (spin up / spin down)**: -14.85 / -15.37 eV
**Spin multiplicity**: 5
**HOMO-LUMO gap (spin up / spin down)**: 7.2 / 8.6 eV
**ΔE to the lowest compared entry with this formula, charge and spin**: 0.0 kJ/mol
**Expectation value of S²**: 6.098

| no. | energy (eV) |
| --- | --- |
| 1 | -31349.985 |
| 2 | -314106.846 |
| 3 | -63943.371 |
| 4 | -60864.319 |
| 5 | -137342.099 |
| 6 | -229073.931 |
| 7 | -101113.492 |